Record 1
Here is a molecular structure, C27H37KN2O2S3Si at a distorted geometry from the OMol25 dataset. Energies are from ωB97M-V/def2-TZVPD.

The strongest force on any atom is 0.023 Eh/bohr. For the HOMO-LUMO gap, the calculation gives 4.30 eV. For the energy above the lowest of the compared OMol25 structures with the same formula, charge and spin, the calculation gives 19.03 kcal per mole. The total energy comes out at -92385.9302 eV. The charge is -2. The LUMO energy comes out at 3.81 eV.

Last column: Löwdin charge in e.
Element x y z (Å)
K -0.8955 -0.3889 -0.7830  0.402
C 3.4741 -0.3265 -5.0818  -0.074
C 2.1380 -0.7155 -4.4391  -0.404
C 1.5793 -1.9616 -5.1102  -0.096
C 2.3088 -0.8480 -2.9455  -0.217
C 2.3328 -2.0600 -2.2715  -0.026
C 2.4954 -2.1042 -0.8975  -0.045
C 2.6591 -0.9489 -0.1517  -0.287
C 2.8041 -1.0011 1.3341  -0.046
C 2.6461 0.2641 -0.8283  -0.052
C 2.4654 0.3121 -2.1940  -0.040
H 3.3541 -0.1628 -6.1510  0.070
H 4.2060 -1.1206 -4.9374  0.076
H 3.8653 0.5850 -4.6372  0.065
H 1.4146 0.0883 -4.6070  0.101
H 2.2750 -2.7984 -5.0484  0.069
H 1.3898 -1.7455 -6.1591  0.078
H 0.6346 -2.2306 -4.6477  0.057
H 2.2103 -2.9899 -2.8074  0.104
H 2.4938 -3.0580 -0.3887  0.107
H 3.6568 -0.4097 1.6703  0.079
H 2.9233 -2.0247 1.6780  0.071
H 1.9027 -0.5986 1.7937  0.058
H 2.7718 1.1861 -0.2796  0.097
H 2.4381 1.2713 -2.6937  0.119
S -4.0271 -0.0605 -5.3276  0.245
C -3.0739 0.2996 -3.9997  -1.903
S -1.4190 -0.0599 -3.9555  0.320
S -3.7981 1.0796 -2.6401  0.457
C 1.7834 2.8452 2.0657  0.009
C 0.4205 2.2301 1.7652  -0.529
O 0.2665 1.0328 1.6577  0.006
N -0.5708 3.1398 1.7182  0.072
C -1.9386 2.8269 1.3509  -0.123
C -2.2531 3.3121 -0.0393  -0.315
C -3.0395 4.4302 -0.2690  -0.061
C -3.2794 4.8002 -1.5984  -0.108
C -2.7757 4.0237 -2.6071  -0.117
C -2.0408 2.8701 -2.2669  -0.318
N -1.6824 2.6097 -1.0068  0.062
H 2.5588 2.1749 1.7101  0.057
H 1.8963 2.9505 3.1439  0.081
H 1.8928 3.8215 1.6009  0.071
H -0.3174 4.1138 1.6442  0.134
H -2.6184 3.2681 2.0836  0.120
H -2.0371 1.7437 1.3714  0.097
H -3.4692 4.9991 0.5467  0.088
H -3.8470 5.6972 -1.8180  0.090
H -2.9675 4.2437 -3.6469  0.101
H -1.5073 2.3220 -3.0274  0.019
O -4.1352 0.4391 0.7996  -0.091
H -4.0371 -0.5158 0.8599  0.016
H -4.1385 0.6337 -0.1493  -0.054
C -2.8634 -2.8209 2.5382  -0.302
Si -1.0786 -2.6387 1.7832  0.547
C -0.5617 -4.5121 1.7785  -0.316
C -0.2076 -1.9824 3.3633  -0.340
C 0.9325 -2.5530 3.9275  -0.140
C 1.5651 -2.0015 5.0266  -0.130
C 1.0848 -0.8320 5.5920  -0.139
C -0.0210 -0.2157 5.0227  -0.119
C -0.6460 -0.7860 3.9328  -0.141
H -2.8995 -3.5125 3.3846  0.004
H -3.5658 -3.1841 1.7887  -0.006
H -3.2272 -1.8552 2.8862  -0.012
H -0.5498 -4.9762 2.7665  0.000
H 0.4282 -4.6384 1.3413  -0.019
H -1.2519 -5.0801 1.1566  -0.006
H 1.3401 -3.4569 3.4932  0.082
H 2.4508 -2.4748 5.4412  0.085
H 1.5583 -0.4087 6.4729  0.080
H -0.3795 0.7244 5.4320  0.090
H -1.4941 -0.2821 3.4906  0.089

---

Record 2
Here is a molecular structure, C27H37MnN3O5Si from the OMol25 dataset. Energies are from ωB97M-V/def2-TZVPD.

The strongest force on any atom is 0.009 Eh/bohr. For the HOMO-LUMO gap (alpha / beta), the calculation gives 7.56 / 7.72 eV. Its spin multiplicity is 6. The total energy comes out at -82510.3936 eV. The LUMO energy (alpha / beta) comes out at 0.49 / 0.49 eV.

Last column: Mulliken spin population.
Element x y z (Å)
Mn 0.6884 -0.3079 -0.7666  4.830
C 3.5928 0.6950 -3.0844  0.009
Si 3.4763 -0.8986 -2.0843  -0.001
C 5.1950 -1.6659 -1.9864  0.002
C 2.3908 -2.1033 -3.0348  0.032
N 2.6874 -0.5907 -0.5823  0.039
C 3.2151 -0.3797 0.6642  -0.027
C 4.5722 -0.1688 0.9508  0.004
C 5.0290 0.0542 2.2410  -0.006
C 4.1503 0.0879 3.3090  0.012
C 2.7916 -0.1005 3.0722  -0.008
C 2.3503 -0.3264 1.7858  0.034
O 0.9885 -0.5028 1.4802  0.067
C 0.0559 -0.3104 2.4945  0.001
C -0.5296 0.9356 2.6298  -0.005
C -1.5229 1.1122 3.5821  0.002
C -1.9096 0.0511 4.3862  0.001
C -1.3069 -1.1899 4.2382  0.001
C -0.3188 -1.3794 3.2860  -0.003
H 3.9738 0.5035 -4.0903  0.000
H 4.2622 1.4157 -2.6080  0.003
H 2.6129 1.1697 -3.1893  0.000
H 5.4423 -2.0855 -2.9647  0.001
H 5.2415 -2.4761 -1.2570  0.000
H 5.9745 -0.9433 -1.7419  0.000
H 2.7860 -2.2675 -4.0400  0.000
H 1.3642 -1.7458 -3.1568  -0.014
H 2.3495 -3.0697 -2.5273  0.002
H 5.2832 -0.1738 0.1363  0.002
H 6.0885 0.2080 2.4036  0.000
H 4.5030 0.2633 4.3159  0.001
H 2.0848 -0.0684 3.8893  0.001
H -0.2070 1.7456 1.9875  -0.003
H -1.9959 2.0795 3.6944  0.000
H -2.6883 0.1884 5.1247  0.000
H -1.6198 -2.0205 4.8566  0.000
H 0.1465 -2.3433 3.1326  0.001
C 1.1319 4.0496 0.1709  0.002
C 0.0383 4.0930 -0.8946  0.001
C -0.5117 2.6802 -0.8309  0.011
O 0.6338 1.8529 -0.5427  -0.038
C 1.7182 2.6575 -0.0093  0.027
H 0.6983 4.1567 1.1672  0.000
H 1.8838 4.8262 0.0450  0.000
H 0.4698 4.2833 -1.8788  0.000
H -0.7240 4.8449 -0.7003  0.000
H -0.9456 2.3256 -1.7653  0.000
H -1.2434 2.5622 -0.0246  -0.001
H 2.5314 2.6314 -0.7360  0.003
H 2.0615 2.2008 0.9193  -0.004
C -3.8057 -3.6755 -1.3071  0.000
C -4.6097 -2.6111 -0.5740  0.000
C -3.9872 -1.2035 -0.6691  0.004
C -4.8621 -0.1928 0.0973  0.000
C -4.2794 1.2136 0.1215  0.000
C -3.9753 -0.8012 -2.1306  0.000
O -4.9720 -0.7266 -2.8087  0.001
N -2.7360 -0.5303 -2.6763  0.004
C -1.5584 -0.5439 -1.9722  -0.062
O -0.4965 -0.2201 -2.5659  0.017
N -1.4868 -0.8589 -0.6793  0.053
C -2.6110 -1.2359 0.0122  -0.006
O -2.5513 -1.5862 1.1723  0.011
H -4.2793 -4.6519 -1.2069  0.000
H -2.7941 -3.7574 -0.9042  -0.001
H -3.7325 -3.4593 -2.3754  0.000
H -4.6803 -2.8553 0.4862  0.000
H -5.6212 -2.5515 -0.9792  0.000
H -4.9639 -0.5716 1.1150  0.000
H -5.8493 -0.1932 -0.3673  0.000
H -3.3067 1.2240 0.6208  0.000
H -4.9350 1.8941 0.6650  0.000
H -4.1548 1.6164 -0.8873  0.000
H -2.6912 -0.2778 -3.6533  0.000

---

Record 3
Here is 2 unconnected molecules or ions with the total composition C27H37N2O4S at a distorted geometry from the OMol25 dataset. Energies are from ωB97M-V/def2-TZVPD.

The strongest force on any atom is 0.037 Eh/bohr. For the HOMO-LUMO gap, the calculation gives 5.51 eV. For the energy above the lowest of the compared OMol25 structures with the same formula, charge and spin, the calculation gives 0.72 kcal per mole. The total energy comes out at -50595.2552 eV. The charge is +1. The LUMO energy comes out at -4.75 eV.

Last column: Löwdin charge in e.
Element x y z (Å)
C 4.7315 1.0138 -2.8569  -0.070
C 4.2422 2.1037 -1.9385  -0.235
O 2.8478 1.8557 -1.6514  -0.023
C 2.3437 2.8511 -0.8748  -0.583
C 0.9241 2.7189 -0.6136  -0.373
S 0.1346 4.1304 -0.1303  1.023
C 0.8570 5.5710 -0.9839  -0.225
C -1.4264 4.0464 -1.0633  -0.237
O 3.0652 3.7728 -0.4754  0.005
H 5.7940 1.1702 -3.0628  0.084
H 4.6108 0.0213 -2.4088  0.063
H 4.1983 1.0378 -3.8138  0.082
H 4.8084 2.1050 -0.9983  0.128
H 4.3590 3.0785 -2.4305  0.129
H 0.3795 1.9369 -1.1242  0.083
H 1.9143 5.6208 -0.7201  0.051
H 0.7176 5.4741 -2.0647  0.073
H 0.3198 6.4540 -0.6182  0.066
H -1.9575 3.1411 -0.7637  0.035
H -2.0094 4.9357 -0.7985  0.069
H -1.1928 4.0468 -2.1319  0.072
C 4.7690 -4.8029 -2.0612  -0.180
C 4.1096 -3.5028 -1.6121  -0.135
N 3.5134 -3.6494 -0.2821  -0.104
C 2.6929 -2.5702 0.1173  -0.201
C 3.1156 -1.6090 1.0573  0.016
C 2.3242 -0.5053 1.3265  0.018
C 1.0154 -0.3828 0.7833  -0.212
C 0.1737 0.7266 1.1197  0.067
C -1.2283 0.6127 1.3584  -0.188
C -1.9027 -0.6337 1.5778  0.012
C -3.2780 -0.7003 1.7472  0.019
C -4.0690 0.4581 1.6010  -0.196
N -5.4710 0.4270 1.5587  -0.092
C -6.0666 0.8516 0.2888  -0.128
C -7.5777 1.0222 0.3961  -0.179
O -8.2034 -0.0543 1.0952  -0.129
C -7.6356 -0.2612 2.3917  -0.174
C -6.1626 -0.6363 2.2825  -0.144
C -3.4215 1.7079 1.4563  0.004
C -2.0430 1.7844 1.4343  -0.023
C 0.5766 -1.4052 -0.1080  -0.010
C 1.4221 -2.4314 -0.4847  0.013
C 4.3833 -4.2462 0.7328  -0.147
C 4.9118 -5.5662 0.1813  -0.177
O 5.6107 -5.3581 -1.0494  -0.131
H 3.9758 -5.5158 -2.3587  0.130
H 5.4480 -4.6097 -2.9049  0.134
H 4.8857 -2.7084 -1.6050  0.132
H 3.3190 -3.2195 -2.3170  0.127
H 4.0949 -1.7139 1.5290  0.120
H 2.6771 0.2714 2.0068  0.132
H 0.6628 1.6639 1.4014  0.112
H -1.3225 -1.5553 1.6279  0.123
H -3.7631 -1.6622 1.9253  0.119
H -5.6066 1.8001 -0.0062  0.119
H -5.8649 0.1010 -0.5029  0.138
H -7.7880 1.9918 0.8871  0.131
H -8.0259 0.9953 -0.6080  0.135
H -7.7245 0.6448 3.0227  0.134
H -8.2208 -1.0886 2.8173  0.135
H -6.0641 -1.6076 1.7650  0.131
H -5.7308 -0.7170 3.2867  0.137
H -4.0353 2.6088 1.3970  0.128
H -1.5531 2.7601 1.4545  0.091
H -0.4340 -1.3553 -0.5169  0.123
H 1.1083 -3.1825 -1.2125  0.128
H 5.2296 -3.5771 0.9776  0.127
H 3.7883 -4.4313 1.6364  0.137
H 5.6653 -5.9932 0.8584  0.133
H 4.0585 -6.2610 0.0539  0.133

---

Question: Number 2 is which compound?
Answer: C27H37MnN3O5Si

---

Question: What is the strongest force on any atom in the first record?
Answer: 0.023 Eh/bohr

---

Question: Which of these has the highest strongest force on any atom?
Answer: C27H37N2O4S